[1]
{"formula": "C4H9FN2S", "method": "wB97M-V/def2-TZVPD", "elements": ["N", "C", "C", "S", "N", "C", "C", "F", "H", "H", "H", "H", "H", "H", "H", "H", "H"], "coordinates": [[2.2528, -1.2437, 0.4908], [0.9056, -1.4006, 0.9592], [0.1945, -0.1332, 1.4291], [0.5708, 0.4862, 2.8977], [-0.4952, 0.5502, 0.5330], [-0.9824, 0.1658, -0.7813], [-1.2086, 1.3786, -1.6411], [-2.1174, 2.2391, -1.0334], [2.7008, -0.5230, 0.9572], [2.2695, -1.0724, -0.5443], [0.1801, -1.9179, 0.2336], [0.8662, -1.9723, 1.9316], [-0.9999, 1.3844, 0.7797], [-1.9430, -0.3619, -0.6681], [-0.2887, -0.5702, -1.2479], [-1.6316, 1.0750, -2.5723], [-0.2734, 1.9160, -1.7236]], "nbo_charge": [-0.8104, -0.2946, 0.1181, -0.1704, -0.5761, -0.2598, 0.0448, -0.3666, 0.3734, 0.3545, 0.1874, 0.2216, 0.4100, 0.2006, 0.2147, 0.1794, 0.1736], "total_charge": 0, "smiles": "NCC(=S)NCCF", "e_above_lowest_kcal_mol": 21.23, "orbital_gap_ev": 8.8698, "multiplicity": 1, "e_homo_ev": -8.277}

***

[2]
{"formula": "C30H75InN5Na2O14P", "method": "wB97M-V/def2-TZVPD", "elements": ["In", "Na", "Na", "P", "O", "O", "O", "O", "C", "O", "C", "C", "N", "C", "C", "O", "C", "H", "H", "H", "H", "H", "H", "H", "H", "H", "H", "H", "H", "H", "H", "H", "C", "O", "C", "C", "N", "C", "C", "O", "C", "H", "H", "H", "H", "H", "H", "H", "H", "H", "H", "H", "H", "H", "H", "H", "C", "O", "C", "C", "N", "C", "C", "O", "C", "H", "H", "H", "H", "H", "H", "H", "H", "H", "H", "H", "H", "H", "H", "H", "C", "O", "C", "C", "N", "C", "C", "O", "C", "H", "H", "H", "H", "H", "H", "H", "H", "H", "H", "H", "H", "H", "H", "H", "C", "O", "C", "C", "N", "C", "C", "O", "C", "H", "H", "H", "H", "H", "H", "H", "H", "H", "H", "H", "H", "H", "H", "H"], "coordinates": [[8.0743, -0.4957, 1.3231], [1.5897, -4.9923, -0.3155], [-2.1995, 2.4677, 0.1322], [2.0312, -0.1546, 0.7778], [0.5936, -0.7684, 0.9373], [2.8829, -0.0264, 2.0905], [1.8689, 1.2170, 0.1741], [3.0491, -0.9793, -0.0806], [-1.0573, 2.5514, 6.3178], [-1.8936, 3.6937, 5.9869], [-1.5702, 4.3481, 4.7729], [-2.7254, 5.2389, 4.2110], [-3.8185, 4.5772, 3.5888], [-4.3573, 3.4420, 4.2474], [-5.5565, 2.8992, 3.4862], [-5.0662, 2.1821, 2.3309], [-5.0754, 0.7879, 2.4815], [0.0233, 2.6839, 6.2651], [-1.3626, 1.6794, 5.7395], [-1.3178, 2.2713, 7.3384], [-1.2797, 3.6460, 3.9915], [-0.7556, 5.0384, 4.9921], [-2.3045, 5.9140, 3.4659], [-3.1384, 5.9289, 4.9467], [-4.6012, 5.2123, 3.5244], [-4.6912, 3.7003, 5.2523], [-3.5722, 2.6892, 4.3184], [-6.1410, 3.7410, 3.1150], [-6.2132, 2.2972, 4.1142], [-6.0721, 0.4360, 2.7476], [-4.2519, 0.5879, 3.1670], [-4.8483, 0.4455, 1.4719], [0.4543, -4.0336, -9.4353], [0.6029, -4.4925, -8.1296], [0.1162, -3.6004, -7.1020], [0.4479, -4.2540, -5.7608], [-0.3855, -5.3771, -5.3935], [-1.7209, -4.9374, -4.9263], [-2.5530, -6.1854, -4.4679], [-1.8285, -6.7344, -3.3851], [-2.3079, -8.0641, -3.1620], [0.6258, -4.8576, -10.1280], [1.2545, -3.3231, -9.6426], [-0.4887, -3.5312, -9.6509], [-0.9417, -3.3544, -7.1945], [0.6495, -2.6507, -7.1417], [0.2427, -3.5004, -5.0005], [1.4888, -4.5674, -5.6798], [-0.4020, -5.9873, -6.1982], [-2.2511, -4.5473, -5.7951], [-1.7380, -4.2464, -4.0835], [-2.6576, -6.8952, -5.2884], [-3.5692, -5.9040, -4.1918], [-3.3416, -7.9073, -2.8537], [-1.7944, -8.7205, -2.4594], [-2.2330, -8.6124, -4.1010], [2.6327, -8.2853, 6.9815], [2.0046, -7.4023, 6.0827], [0.8914, -6.7848, 6.6598], [0.3116, -5.5288, 5.9917], [-0.5120, -5.7383, 4.8456], [-1.8208, -6.3244, 5.0472], [-2.7183, -5.6923, 6.1600], [-4.0762, -6.2088, 6.1215], [-4.8496, -6.0532, 7.3384], [1.8654, -8.9906, 7.3007], [3.0472, -7.8381, 7.8850], [3.4106, -8.7675, 6.3894], [1.1520, -6.5191, 7.6843], [0.0171, -7.4107, 6.8387], [1.1858, -4.9243, 5.7500], [-0.1959, -4.9127, 6.7339], [-0.6549, -4.8318, 4.4238], [-1.7056, -7.4023, 5.1610], [-2.4508, -6.2063, 4.1656], [-2.7595, -4.6068, 6.2509], [-2.2309, -6.0431, 7.0696], [-4.2780, -6.4204, 8.1907], [-5.7019, -6.7289, 7.2665], [-5.1820, -5.0162, 7.3858], [9.9286, 3.8946, 2.7787], [8.6425, 3.9794, 2.3154], [8.1566, 5.2157, 1.8908], [6.8318, 5.0577, 1.1759], [6.8598, 4.0657, 0.0624], [7.3645, 4.5635, -1.1881], [7.1824, 3.5008, -2.2728], [7.9907, 2.3621, -2.0062], [8.1229, 1.4460, -3.0860], [10.6592, 3.9735, 1.9737], [10.0803, 2.9405, 3.2834], [10.0255, 4.6759, 3.5325], [8.8362, 5.6697, 1.1695], [8.0437, 5.9734, 2.6663], [6.4184, 6.0250, 0.8904], [6.2360, 4.6070, 1.9696], [5.9590, 3.6115, 0.0152], [8.4176, 4.7834, -1.0123], [6.8422, 5.4625, -1.5153], [7.4690, 3.9258, -3.2348], [6.1477, 3.1736, -2.3745], [8.3154, 2.0024, -4.0033], [7.2773, 0.7820, -3.2652], [8.9276, 0.7351, -2.8983], [-6.6365, 3.5228, -6.8279], [-5.2468, 3.5751, -6.4777], [-4.9007, 2.8511, -5.2603], [-3.3790, 3.0647, -5.0175], [-3.1495, 4.3603, -4.3150], [-1.7538, 4.7640, -4.6156], [-1.3166, 6.0359, -3.7923], [-2.0538, 7.1596, -4.3266], [-1.9250, 8.2608, -3.3939], [-7.0491, 2.5873, -7.2057], [-6.7476, 4.0955, -7.7487], [-7.2431, 4.0326, -6.0795], [-5.3000, 1.8616, -5.4831], [-5.5503, 3.1062, -4.4230], [-2.9118, 2.9646, -5.9972], [-2.9355, 2.2478, -4.4482], [-3.8269, 5.0291, -4.6526], [-1.7224, 5.0141, -5.6761], [-1.0200, 4.0029, -4.3504], [-0.2447, 6.1670, -3.9404], [-1.4252, 5.9222, -2.7137], [-2.4407, 9.1108, -3.8408], [-0.8687, 8.5137, -3.3023], [-2.3823, 7.9849, -2.4437]], "lowdin_charge": [0.9605, 0.9408, 0.8719, -0.0445, -0.3184, -0.1629, -0.2146, -0.2007, -0.0774, -0.2025, -0.2098, -0.2025, -0.0870, -0.2319, -0.1708, -0.2307, -0.1084, 0.0870, 0.0759, 0.0876, 0.1117, 0.1210, 0.1118, 0.1233, 0.1154, 0.1301, 0.1128, 0.1229, 0.1257, 0.0969, 0.0895, 0.0813, -0.1270, -0.1911, -0.1980, -0.2273, -0.0637, -0.1778, -0.2311, -0.2109, -0.0974, 0.0917, 0.0845, 0.0883, 0.1135, 0.1177, 0.1058, 0.1156, 0.1129, 0.1056, 0.1150, 0.1162, 0.1201, 0.0895, 0.0840, 0.0855, -0.1083, -0.1742, -0.2432, -0.2244, -0.0780, -0.2013, -0.2046, -0.2137, -0.0809, 0.0899, 0.0884, 0.0923, 0.1189, 0.1157, 0.1193, 0.1099, 0.1010, 0.1181, 0.1121, 0.1206, 0.0995, 0.0833, 0.0854, 0.0843, -0.1249, -0.1979, -0.2483, -0.1812, -0.0698, -0.2057, -0.2125, -0.2126, -0.1094, 0.0937, 0.0823, 0.0957, 0.1170, 0.1288, 0.1196, 0.1171, 0.1055, 0.1243, 0.1191, 0.1190, 0.1240, 0.0895, 0.0799, 0.0805, -0.1084, -0.2098, -0.1949, -0.2029, -0.0564, -0.1918, -0.2164, -0.1959, -0.0893, 0.0848, 0.0846, 0.0885, 0.1105, 0.1105, 0.1119, 0.0999, 0.1043, 0.1213, 0.1101, 0.1110, 0.1011, 0.0900, 0.0850, 0.0822], "total_charge": 2, "e_above_lowest_kcal_mol": 260.15, "orbital_gap_ev": 4.2292, "multiplicity": 1, "e_homo_ev": -11.796}

***

[3]
{"formula": "C31H31BCl7N6O3Ru", "method": "wB97M-V/def2-TZVPD", "elements": ["Ru", "C", "C", "C", "C", "C", "C", "N", "N", "B", "N", "C", "C", "C", "N", "C", "C", "C", "N", "C", "C", "C", "N", "C", "C", "C", "H", "H", "H", "H", "H", "H", "H", "H", "H", "H", "H", "H", "H", "H", "H", "H", "H", "H", "H", "H", "H", "H", "H", "H", "H", "H", "H", "H", "Cl", "C", "C", "Cl", "C", "Cl", "C", "O", "C", "Cl", "C", "Cl", "Cl", "C", "C", "C", "Cl", "C", "O", "C", "C", "O", "C", "H", "H", "H"], "coordinates": [[-0.0553, 0.1002, -0.1436], [2.4799, -2.0365, -3.0525], [2.7070, -0.5214, -3.0422], [3.5565, -0.0845, -1.8628], [1.4000, 0.2110, -3.1731], [0.9632, 0.7093, -4.4048], [-0.2785, 1.2382, -4.1646], [-0.5676, 1.0642, -2.8738], [0.4550, 0.4303, -2.2376], [-1.8957, 1.4822, -2.2185], [-1.6187, 2.4344, -1.0583], [-2.1631, 3.6164, -0.7626], [-1.5130, 4.1288, 0.3343], [-0.5420, 3.1779, 0.6749], [-0.6367, 2.1426, -0.1773], [0.5365, 3.3369, 1.7091], [0.2014, 2.7088, 3.0609], [0.8825, 4.8152, 1.8861], [-2.5769, 0.2222, -1.7005], [-3.8331, -0.1675, -1.9075], [-4.0321, -1.3310, -1.2151], [-2.8166, -1.6157, -0.5752], [-1.9180, -0.6578, -0.9049], [-2.7853, -2.8529, 0.3108], [-1.4847, -3.4673, 0.7995], [-3.7186, -2.6411, 1.5138], [3.4340, -2.5646, -3.1002], [1.8741, -2.3385, -3.9073], [1.9562, -2.3510, -2.1501], [3.2494, -0.2594, -3.9546], [3.0314, -0.2986, -0.9438], [3.7741, 0.9833, -1.8833], [4.4969, -0.6382, -1.8435], [1.5076, 0.6808, -5.3325], [-0.9876, 1.7237, -4.8130], [-2.5932, 2.0144, -3.0362], [-2.9457, 4.0238, -1.3809], [-1.6755, 5.0848, 0.7989], [1.4145, 2.8310, 1.3191], [-0.7160, 3.1327, 3.4782], [1.0152, 2.8982, 3.7644], [0.0789, 1.6352, 2.9695], [0.0645, 5.3651, 2.3575], [1.1111, 5.2924, 0.9322], [1.7540, 4.9109, 2.5358], [-4.4869, 0.4168, -2.5327], [-4.9298, -1.9223, -1.1655], [-3.2599, -3.6118, -0.3211], [-0.9727, -2.8196, 1.5147], [-0.8158, -3.7067, -0.0192], [-1.7373, -4.3940, 1.3185], [-3.2880, -1.9227, 2.2109], [-3.8480, -3.5850, 2.0461], [-4.7004, -2.2745, 1.2188], [-3.5615, -0.8186, 6.7807], [-2.8085, -0.5596, 5.2540], [-1.5523, -1.0768, 4.9788], [-0.7281, -1.9878, 6.1876], [-0.9483, -0.8679, 3.7371], [0.6204, -1.4940, 3.4254], [-1.5749, -0.1473, 2.7241], [-1.1181, 0.1018, 1.5423], [-2.8553, 0.3891, 3.0391], [-3.6467, 1.2721, 1.7879], [-3.4597, 0.1879, 4.2623], [-5.0208, 0.8407, 4.5712], [5.9683, -2.5066, 3.0786], [4.6807, -1.5983, 2.3546], [4.6971, -0.1975, 2.4417], [3.6913, 0.5421, 1.8871], [3.7700, 2.2647, 1.9759], [2.5744, -0.0561, 1.2237], [1.6594, 0.7116, 0.7400], [2.6149, -1.4700, 1.1234], [1.6509, -2.2073, 0.3896], [0.6456, -1.7860, -0.2126], [3.6677, -2.2203, 1.6948], [5.5146, 0.3025, 2.9426], [1.8194, -3.2886, 0.3226], [3.6535, -3.2994, 1.6061]], "lowdin_charge": [1.4674, -0.0435, -0.3553, -0.0404, -0.2391, -0.0058, -0.0573, -0.0178, 0.0454, -0.5410, -0.0164, -0.0607, -0.0082, -0.2272, 0.0151, -0.3842, -0.0386, -0.0732, -0.0236, -0.0565, -0.0239, -0.2104, 0.0286, -0.3352, -0.0643, -0.0409, 0.0830, 0.0855, 0.0535, 0.1314, 0.0317, 0.0973, 0.0925, 0.1092, 0.1242, 0.1254, 0.1266, 0.1066, 0.0499, 0.0938, 0.0812, 0.0476, 0.0782, 0.0853, 0.0737, 0.1271, 0.1139, 0.1357, 0.0449, 0.0708, 0.0874, 0.0608, 0.0866, 0.0791, 0.6687, -0.7193, -0.6943, 0.6856, -0.6015, 0.8258, -0.5040, -0.2709, -0.6159, 0.7641, -0.7054, 0.6887, 0.6773, -0.6616, -0.1010, -0.5456, 0.7842, -0.4067, -0.1921, -0.2196, -0.1982, -0.1546, -0.0629, 0.1118, 0.1492, 0.1221], "total_charge": 0, "e_above_lowest_kcal_mol": 4.24, "orbital_gap_ev": [7.0309, 6.5655], "multiplicity": 2, "e_homo_ev": [-7.895, -7.845], "s2": 0.7547}

***

[4]
{"formula": "C23H19Cl3GeN6O2PtS2", "method": "wB97M-V/def2-TZVPD", "elements": ["Pt", "C", "O", "C", "C", "C", "C", "C", "C", "N", "N", "C", "C", "O", "C", "C", "C", "C", "C", "C", "C", "C", "H", "H", "H", "H", "H", "H", "H", "H", "H", "H", "H", "H", "H", "N", "C", "N", "C", "C", "S", "C", "C", "S", "C", "N", "N", "H", "H", "H", "H", "H", "H", "Cl", "Ge", "Cl", "Cl"], "coordinates": [[1.1468, -0.4263, 0.0119], [1.3589, -3.7517, 1.3896], [0.5436, -2.6254, 1.0293], [-0.7988, -2.7923, 1.0539], [-1.4417, -3.9933, 1.2982], [-2.8274, -4.0492, 1.3105], [-3.5967, -2.9012, 1.0860], [-2.9762, -1.7026, 0.8552], [-1.5670, -1.6233, 0.8250], [-0.8934, -0.4371, 0.6853], [-1.6122, 0.6351, 0.5779], [-1.2443, 1.8532, 0.9003], [0.0723, 2.1497, 1.5355], [0.9650, 1.2753, 1.6402], [0.2851, 3.4795, 2.0054], [-0.6311, 4.4558, 1.8110], [-1.8759, 4.2262, 1.1293], [-2.7866, 5.2609, 0.9292], [-3.9976, 5.0213, 0.2971], [-4.3201, 3.7373, -0.1293], [-3.4272, 2.6978, 0.0571], [-2.1919, 2.9239, 0.6813], [1.1256, -4.0790, 2.4028], [2.3879, -3.4147, 1.3447], [1.2088, -4.5793, 0.6961], [-0.8763, -4.8948, 1.4837], [-3.3122, -4.9968, 1.5020], [-4.6755, -2.9637, 1.1069], [-3.5525, -0.8018, 0.7058], [1.2099, 3.6730, 2.5350], [-0.4298, 5.4578, 2.1723], [-2.5436, 6.2591, 1.2712], [-4.6997, 5.8307, 0.1509], [-5.2727, 3.5464, -0.6042], [-3.6772, 1.6968, -0.2643], [-1.1409, 0.0412, -3.1030], [-0.0066, -0.6135, -3.2763], [0.8411, -0.9366, -2.3299], [1.9415, -1.5695, -2.8355], [1.9048, -1.7759, -4.2151], [0.4986, -1.1445, -4.8964], [3.0224, -1.8829, -1.9687], [4.2184, -2.4840, -2.3235], [5.2761, -2.5859, -1.0075], [4.0594, -1.8020, 0.0065], [2.9545, -1.5136, -0.6462], [4.2604, -1.5924, 1.2983], [-1.4103, 0.3783, -2.1896], [-1.7221, 0.2853, -3.8906], [2.6485, -2.2620, -4.8295], [4.4953, -2.8649, -3.2954], [5.1684, -1.7470, 1.7110], [3.6001, -1.0418, 1.8257], [3.3733, 4.7571, 0.0200], [3.3000, 2.7469, 0.7517], [2.3468, 1.5696, -1.0422], [5.2940, 1.8910, 0.7533]], "nbo_charge": [1.1740, -0.2565, -0.5187, 0.3231, -0.2901, -0.0784, -0.1991, -0.1878, 0.1215, -0.2751, -0.2109, 0.1378, 0.4809, -0.6351, -0.3531, 0.0129, -0.1269, -0.1163, -0.1457, -0.1687, -0.1588, -0.0074, 0.2229, 0.1960, 0.2066, 0.2493, 0.2545, 0.2567, 0.2479, 0.2443, 0.2517, 0.2435, 0.2537, 0.2474, 0.2220, -0.7072, 0.3295, -0.5728, 0.1698, -0.2996, 0.5977, 0.1187, -0.2956, 0.5904, 0.3217, -0.6102, -0.7316, 0.4333, 0.4430, 0.2875, 0.2849, 0.4459, 0.4320, -0.2927, 1.2024, -0.4186, -0.3466], "total_charge": 3, "orbital_gap_ev": [6.6500, 4.6594], "multiplicity": 6, "e_homo_ev": [-15.836, -16.390], "s2": 8.8736}

***

[5]
{"formula": "C21H10ClNO3S", "method": "wB97M-V/def2-TZVPD", "elements": ["O", "C", "C", "C", "C", "C", "C", "C", "C", "O", "C", "C", "C", "C", "C", "C", "O", "N", "C", "C", "C", "C", "Cl", "C", "C", "S", "C", "H", "H", "H", "H", "H", "H", "H", "H", "H", "H"], "coordinates": [[3.4724, -2.8118, -2.2630], [3.0476, -2.0764, -1.3740], [3.6893, -2.0623, -0.0369], [4.7790, -2.8999, 0.2448], [5.4277, -2.8665, 1.4712], [5.0268, -1.9924, 2.4905], [3.9335, -1.1630, 2.2343], [3.2299, -1.2091, 0.9707], [2.1016, -0.3213, 0.7246], [1.9160, 0.5983, 1.5389], [1.2691, -0.5074, -0.4845], [1.6976, -1.4268, -1.4555], [0.7904, -1.7518, -2.4704], [-0.4737, -1.1402, -2.5664], [-0.8452, -0.2137, -1.5880], [-2.0605, 0.5608, -1.5881], [-2.8878, 0.4042, -2.4714], [-2.1204, 1.4985, -0.5456], [-3.2649, 2.1198, -0.1076], [-3.2131, 3.3219, 0.6340], [-4.3901, 3.9337, 1.1607], [-5.6457, 3.3345, 0.9889], [-7.0659, 4.0691, 1.6807], [-5.6955, 2.1027, 0.2787], [-4.5378, 1.5125, -0.2343], [-0.7561, 1.3548, 0.4351], [0.0122, 0.1062, -0.5728], [5.1557, -3.5285, -0.5750], [6.2104, -3.5678, 1.6510], [5.5524, -1.9074, 3.4292], [3.5983, -0.4934, 3.0350], [1.0711, -2.4984, -3.2028], [-1.1483, -1.3649, -3.3919], [-2.2629, 3.8385, 0.8274], [-4.2789, 4.8241, 1.7931], [-6.6688, 1.6280, 0.1403], [-4.6656, 0.5955, -0.8007]], "nbo_charge": [-0.5024, 0.5429, -0.1529, -0.1559, -0.1878, -0.1930, -0.1705, -0.0457, 0.4986, -0.5331, -0.0803, -0.0909, -0.1876, -0.1025, -0.1746, 0.6387, -0.5844, -0.5696, 0.1295, -0.2181, -0.2187, -0.0454, 0.0144, -0.2135, -0.2021, 0.5702, -0.1218, 0.2412, 0.2189, 0.2259, 0.2415, 0.2423, 0.2485, 0.2292, 0.2323, 0.2314, 0.2453], "total_charge": 0, "smiles": "O=C1c2ccccc2C(=O)c2c1ccc1c(=O)n(-c3ccc(Cl)cc3)sc21", "e_above_lowest_kcal_mol": 10.44, "orbital_gap_ev": 6.7272, "multiplicity": 1, "e_homo_ev": -8.424}

***

[6]
{"formula": "C2H3N2OP", "method": "wB97M-V/def2-TZVPD", "elements": ["C", "C", "N", "N", "O", "P", "H", "H", "H"], "coordinates": [[-0.2733, -0.5619, -0.6618], [-1.6836, -0.3067, -0.6107], [0.7422, -0.1679, 0.0188], [1.2110, 0.8332, 0.5822], [2.2927, 0.5152, 1.4083], [-2.7960, 0.3550, 0.4689], [0.0148, -1.2869, -1.4156], [-2.1516, -0.7501, -1.4839], [2.6438, 1.3702, 1.6939]], "nbo_charge": [-0.0058, -0.7484, -0.1862, 0.1035, -0.5342, 0.4491, 0.2026, 0.2397, 0.4798], "total_charge": 0, "e_above_lowest_kcal_mol": 122.30, "orbital_gap_ev": [6.9472, 6.5033], "multiplicity": 1, "e_homo_ev": [-8.316, -7.504]}